# 1
Formula: C3H6ClNSSi
Source: the Open Molecules 2025 dataset
Level of theory: ωB97M-V with the def2-TZVPD basis set

Maximum force ... 0.0533 hartree/bohr
Relative energy (zero: lowest compared OMol25 entry of this formula, charge and spin) ... 0.909 eV
Kohn-Sham gap (spin up / spin down) ... 5.16 / 5.16 eV
Lowest unoccupied orbital energy (spin up / spin down) ... -2.061 / -2.061 eV

Geometry as ORCA input:
```
! RIJCOSX wB97M-V def2-TZVPD def2/J DEFGRID3
* xyz 0 1
C 2.926 0.938 -0.452
C -0.885 0.153 1.883
C -0.823 -0.222 -1.643
N 1.800 0.614 -0.537
Si -0.797 -0.697 0.205
S 4.430 1.514 -0.377
Cl -1.565 -2.554 0.095
H -0.185 0.923 1.859
H -1.946 0.345 2.159
H -0.398 -0.449 2.689
H -1.543 0.494 -1.798
H 0.154 0.108 -2.014
H -1.168 -1.165 -2.070
*
```

---

# 2
Formula: C3H6CuO3
Source: the Open Molecules 2025 dataset
Level of theory: ωB97M-V with the def2-TZVPD basis set

Maximum force ... 0.0885 hartree/bohr
Relative energy (zero: lowest compared OMol25 entry of this formula, charge and spin) ... 0.000 eV
Kohn-Sham gap (spin up / spin down) ... 9.35 / 7.38 eV
<S²> ... 2.0014
Lowest unoccupied orbital energy (spin up / spin down) ... -4.054 / -8.838 eV

Geometry as ORCA input:
```
! RIJCOSX wB97M-V def2-TZVPD def2/J DEFGRID3
* xyz 1 3
H 0.415 2.055 -1.021
O 0.677 -0.081 0.920
C -0.400 -0.021 0.332
O -0.714 -0.961 -0.518
Cu 2.574 0.219 0.688
O -1.009 1.096 0.056
C -0.225 2.275 -0.164
H 0.412 2.486 0.703
H -0.885 3.123 -0.377
C -0.307 -2.301 -0.204
H 0.769 -2.298 -0.388
H -0.471 -2.596 0.838
H -0.835 -2.997 -0.865
*
```

---

# 3
Formula: C3H6F2O
Source: the Open Molecules 2025 dataset
Level of theory: ωB97M-V with the def2-TZVPD basis set

Maximum force ... 0.0853 hartree/bohr
Relative energy (zero: lowest compared OMol25 entry of this formula, charge and spin) ... 0.773 eV
Kohn-Sham gap ... 12.10 eV
Lowest unoccupied orbital energy ... 0.823 eV
Structure (SMILES) ... C[C@](O)(F)CF

Geometry as ORCA input:
```
! RIJCOSX wB97M-V def2-TZVPD def2/J DEFGRID3
* xyz 0 1
C -1.494 0.055 -0.010
C 0.119 0.501 -0.209
O 0.572 1.446 0.691
F 0.195 0.963 -1.560
C 0.859 -0.784 -0.060
F 2.167 -0.435 0.166
H -1.712 0.240 1.074
H -2.179 0.687 -0.669
H -1.397 -1.012 -0.260
H 1.527 1.113 0.814
H 0.837 -1.515 -0.977
H 0.507 -1.260 1.001
*
```

---

# 4
Formula: C3H6F3N
Source: the Open Molecules 2025 dataset
Level of theory: ωB97M-V with the def2-TZVPD basis set

Maximum force ... 0.0287 hartree/bohr
Relative energy (zero: lowest compared OMol25 entry of this formula, charge and spin) ... 3.293 eV
Kohn-Sham gap (spin up / spin down) ... 8.68 / 6.28 eV
Lowest unoccupied orbital energy (spin up / spin down) ... 0.540 / -0.405 eV

Geometry as ORCA input:
```
! RIJCOSX wB97M-V def2-TZVPD def2/J DEFGRID3
* xyz 0 1
C -0.487 -0.370 -1.383
C 1.503 0.718 0.484
C -1.179 -1.181 -0.401
N 0.841 1.414 1.401
F -0.785 -2.466 -0.371
F -1.009 -0.749 0.912
F -2.547 -1.209 -0.504
H -0.956 0.557 -1.641
H 0.066 -0.894 -2.134
H 1.890 1.215 -0.386
H 1.731 -0.312 0.665
H 0.556 2.359 1.210
H 0.375 0.918 2.145
*
```

---

# 5
Formula: C3H6F3OSn
Source: the Open Molecules 2025 dataset
Level of theory: ωB97M-V with the def2-TZVPD basis set

Maximum force ... 0.0266 hartree/bohr
Kohn-Sham gap (spin up / spin down) ... 5.82 / 7.72 eV
<S²> ... 0.7531
Lowest unoccupied orbital energy (spin up / spin down) ... -1.053 / -0.946 eV

Geometry as ORCA input:
```
! RIJCOSX wB97M-V def2-TZVPD def2/J DEFGRID3
* xyz 0 2
H 0.716 -0.526 -0.760
C 1.061 -0.441 -1.801
F 1.797 0.733 -1.845
F 1.870 -1.480 -2.064
F 0.182 -0.389 -2.812
Sn -0.460 2.536 0.115
C 0.049 -0.354 1.860
O -0.576 -0.580 0.633
C -1.332 0.536 0.150
H 0.632 -1.249 2.117
H 0.744 0.507 1.811
H -0.691 -0.157 2.656
H -1.742 0.276 -0.839
H -2.248 0.589 0.779
*
```

---

# 6
Formula: C3H6F8Na4O5P2
Source: the Open Molecules 2025 dataset
Level of theory: ωB97M-V with the def2-TZVPD basis set

Maximum force ... 0.0233 hartree/bohr
Kohn-Sham gap ... 9.38 eV
Lowest unoccupied orbital energy ... -6.781 eV

Geometry as ORCA input:
```
! RIJCOSX wB97M-V def2-TZVPD def2/J DEFGRID3
* xyz 2 1
Na -0.120 -4.458 -1.221
Na 1.380 1.265 -0.142
Na 1.357 0.401 -5.861
Na -3.363 0.754 -2.587
P -1.423 2.878 -0.858
F -1.847 4.400 -0.791
F -1.946 2.758 -2.408
F 0.070 3.165 -1.454
F -1.057 1.260 -0.917
F -0.788 2.938 0.607
F -2.911 2.442 -0.369
O 0.835 -0.433 -2.006
P -0.101 -1.191 -2.833
O -0.551 -2.553 -2.505
F 0.492 -1.231 -4.334
F -1.388 -0.277 -3.023
C 2.683 -0.597 4.061
O 1.507 -1.296 3.662
C 1.020 -1.021 2.494
O 1.510 -0.293 1.653
O -0.098 -1.727 2.347
C -0.875 -1.524 1.187
H 2.427 0.398 4.424
H 3.413 -0.492 3.264
H 3.117 -1.128 4.900
H -1.083 -2.470 0.685
H -0.423 -0.828 0.500
H -1.837 -1.139 1.524
*
```

---

# 7
Formula: C3H6FIN2O5S2
Source: the Open Molecules 2025 dataset
Level of theory: ωB97M-V with the def2-TZVPD basis set

Maximum force ... 0.0947 hartree/bohr
Relative energy (zero: lowest compared OMol25 entry of this formula, charge and spin) ... 0.000 eV
Kohn-Sham gap (spin up / spin down) ... 6.19 / 6.77 eV
<S²> ... 2.0050
Lowest unoccupied orbital energy (spin up / spin down) ... 0.296 / -4.020 eV

Geometry as ORCA input:
```
! RIJCOSX wB97M-V def2-TZVPD def2/J DEFGRID3
* xyz 0 3
C 0.475 -0.414 0.324
C 1.446 -1.471 -0.465
C 0.111 0.706 -0.755
N -1.086 -3.765 1.169
N -2.102 3.789 0.162
O 0.744 -2.439 2.255
O 0.411 3.447 -0.227
O -0.675 -1.214 0.669
O 0.879 -2.720 -0.256
O -1.025 1.426 -0.091
F -0.379 0.225 -1.950
S -0.060 -2.663 1.081
S -0.952 3.061 -0.426
I 3.393 -1.239 0.371
H 0.968 0.003 1.231
H 1.438 -1.272 -1.508
H 0.833 1.542 -1.016
H -1.547 -4.229 0.358
H -1.805 4.361 0.907
H -1.066 2.866 -1.834
*
```

---

# 8
Formula: C3H6FIO2
Source: the Open Molecules 2025 dataset
Level of theory: ωB97M-V with the def2-TZVPD basis set

Maximum force ... 0.0645 hartree/bohr
Relative energy (zero: lowest compared OMol25 entry of this formula, charge and spin) ... 7.302 eV
Kohn-Sham gap (spin up / spin down) ... 8.62 / 6.84 eV
Lowest unoccupied orbital energy (spin up / spin down) ... -0.366 / -1.093 eV

Geometry as ORCA input:
```
! RIJCOSX wB97M-V def2-TZVPD def2/J DEFGRID3
* xyz 0 1
C -1.765 1.355 -0.706
C -1.491 0.188 0.201
C 2.931 -1.848 0.161
O -0.619 0.590 1.331
O 0.701 0.147 1.254
F 3.227 -2.180 -1.119
I 2.783 0.115 0.525
H -2.174 2.211 -0.177
H -0.893 1.698 -1.201
H -2.444 0.973 -1.590
H -1.130 -0.666 -0.365
H -2.357 -0.091 0.679
H 3.232 -2.492 1.005
*
```

---

# 9
Formula: C3H6FN
Source: the Open Molecules 2025 dataset
Level of theory: ωB97M-V with the def2-TZVPD basis set

Maximum force ... 0.0393 hartree/bohr
Relative energy (zero: lowest compared OMol25 entry of this formula, charge and spin) ... 5.058 eV
Kohn-Sham gap ... 11.25 eV
Lowest unoccupied orbital energy ... 0.872 eV

Geometry as ORCA input:
```
! RIJCOSX wB97M-V def2-TZVPD def2/J DEFGRID3
* xyz 0 1
C 2.165 -0.877 1.087
C 3.217 -0.406 0.746
C -1.015 0.063 -1.091
N -0.526 0.312 0.027
F -0.958 -0.600 0.996
H -2.903 1.111 -0.435
H 1.250 -1.480 1.052
H 4.230 -0.056 0.744
H -1.718 -0.727 -1.182
H -2.950 1.840 -0.124
H -0.792 0.821 -1.819
*
```

---

# 10
Formula: C3H6FN
Source: the Open Molecules 2025 dataset
Level of theory: ωB97M-V with the def2-TZVPD basis set

Maximum force ... 0.1132 hartree/bohr
Relative energy (zero: lowest compared OMol25 entry of this formula, charge and spin) ... 2.001 eV
Kohn-Sham gap ... 10.69 eV
Lowest unoccupied orbital energy ... 0.920 eV

Geometry as ORCA input:
```
! RIJCOSX wB97M-V def2-TZVPD def2/J DEFGRID3
* xyz 0 1
C 0.318 0.334 -0.977
C 0.826 0.316 0.478
C 0.164 -0.380 1.459
H -1.875 0.379 -0.922
H -1.164 -1.144 -0.154
H 0.883 -0.253 -1.716
H 0.198 1.292 -1.395
H 0.592 -0.229 2.456
H -0.828 -0.883 1.188
N -1.068 -0.387 -1.212
F 1.953 0.954 0.795
*
```

---

# 11
Formula: C3H6FN
Source: the Open Molecules 2025 dataset
Level of theory: ωB97M-V with the def2-TZVPD basis set

Maximum force ... 0.0646 hartree/bohr
Relative energy (zero: lowest compared OMol25 entry of this formula, charge and spin) ... 2.433 eV
Kohn-Sham gap ... 10.61 eV
Lowest unoccupied orbital energy ... 0.864 eV
Structure (SMILES) ... FC1=CC1.N

Geometry as ORCA input:
```
! RIJCOSX wB97M-V def2-TZVPD def2/J DEFGRID3
* xyz 0 1
F -0.199 1.644 -1.641
C -0.323 0.334 -1.455
C -0.660 -0.849 -1.846
C -0.246 -0.722 -0.360
H -0.895 -1.528 -2.558
H -0.957 -0.772 0.417
H 0.746 -1.064 -0.024
N 0.830 0.750 2.027
H 0.433 1.674 2.102
H 0.152 0.028 2.282
H 1.117 0.506 1.055
*
```

---

# 12
Formula: C3H6FN
Source: the Open Molecules 2025 dataset
Level of theory: ωB97M-V with the def2-TZVPD basis set

Maximum force ... 0.0239 hartree/bohr
Relative energy (zero: lowest compared OMol25 entry of this formula, charge and spin) ... 4.646 eV
Kohn-Sham gap ... 11.93 eV
Lowest unoccupied orbital energy ... 1.083 eV

Geometry as ORCA input:
```
! RIJCOSX wB97M-V def2-TZVPD def2/J DEFGRID3
* xyz 0 1
C 0.784 1.613 1.540
C -0.268 2.165 1.639
C -0.066 0.482 -1.546
N -0.382 -0.618 -1.045
F 0.539 -1.635 -1.291
H -0.710 -3.555 0.688
H 1.716 1.138 1.446
H -1.198 2.638 1.759
H 0.834 0.676 -2.124
H -0.497 -4.194 0.301
H -0.752 1.292 -1.368
*
```

---

# 13
Formula: C3H6FN2O
Source: the Open Molecules 2025 dataset
Level of theory: ωB97M-V with the def2-TZVPD basis set

Maximum force ... 0.0770 hartree/bohr
Relative energy (zero: lowest compared OMol25 entry of this formula, charge and spin) ... 3.412 eV
Kohn-Sham gap (spin up / spin down) ... 7.13 / 8.33 eV
Lowest unoccupied orbital energy (spin up / spin down) ... -4.809 / -3.930 eV

Geometry as ORCA input:
```
! RIJCOSX wB97M-V def2-TZVPD def2/J DEFGRID3
* xyz 1 1
C -1.643 1.308 -0.408
C 0.194 -0.087 0.177
C -2.656 -0.524 0.250
N -0.428 0.884 -0.405
N 1.608 -0.268 -0.255
O -2.621 0.752 0.259
F -1.799 -1.214 -0.490
H -1.922 2.237 -0.665
H -0.111 -0.990 0.802
H -3.559 -1.000 0.690
H 1.414 -0.694 -1.104
H 2.152 -0.904 0.331
H 2.104 0.525 -0.412
*
```

---

# 14
Formula: C3H6FN3
Source: the Open Molecules 2025 dataset
Level of theory: ωB97M-V with the def2-TZVPD basis set

Maximum force ... 0.0597 hartree/bohr
Relative energy (zero: lowest compared OMol25 entry of this formula, charge and spin) ... 0.493 eV
Kohn-Sham gap ... 10.41 eV
Lowest unoccupied orbital energy ... -11.054 eV
Structure (SMILES) ... [H]/N=C/[NH+]=C\[NH+]=C\F

Geometry as ORCA input:
```
! RIJCOSX wB97M-V def2-TZVPD def2/J DEFGRID3
* xyz 2 1
H 1.620 0.164 -1.933
N 0.842 0.098 -1.280
C -0.182 -0.610 -1.416
N -1.152 -0.716 -0.426
C -0.994 -0.389 0.847
N 0.007 0.315 1.340
C 0.954 1.080 0.670
F 2.157 0.961 1.075
H -0.382 -1.196 -2.321
H -1.989 -1.262 -0.664
H -1.734 -0.768 1.557
H 0.144 0.286 2.364
H 0.711 2.036 0.189
*
```

---

# 15
Formula: C3H6FNO
Source: the Open Molecules 2025 dataset
Level of theory: ωB97M-V with the def2-TZVPD basis set

Maximum force ... 0.0910 hartree/bohr
Relative energy (zero: lowest compared OMol25 entry of this formula, charge and spin) ... 1.305 eV
Kohn-Sham gap ... 10.36 eV
Lowest unoccupied orbital energy ... 0.889 eV
Structure (SMILES) ... C[C@H](F)C(N)=O

Geometry as ORCA input:
```
! RIJCOSX wB97M-V def2-TZVPD def2/J DEFGRID3
* xyz 0 1
C -1.279 0.956 0.004
C -0.421 -0.202 -0.368
F -0.790 -1.399 0.335
C 1.383 -0.046 -0.105
N 2.075 -1.160 -0.291
O 1.897 1.022 0.159
H -0.915 1.792 -0.686
H -1.133 1.282 1.008
H -2.273 0.446 0.046
H -0.439 -0.578 -1.410
H 1.509 -1.974 -0.524
H 2.959 -1.462 0.041
*
```

---

# 16
Formula: C3H6FNO
Source: the Open Molecules 2025 dataset
Level of theory: ωB97M-V with the def2-TZVPD basis set

Maximum force ... 0.0943 hartree/bohr
Relative energy (zero: lowest compared OMol25 entry of this formula, charge and spin) ... 2.898 eV
Kohn-Sham gap ... 11.61 eV
Lowest unoccupied orbital energy ... 1.022 eV
Structure (SMILES) ... C[C@H](F)/C=N/O

Geometry as ORCA input:
```
! RIJCOSX wB97M-V def2-TZVPD def2/J DEFGRID3
* xyz 0 1
C -1.818 1.052 -0.050
C -0.846 -0.062 -0.213
F -1.546 -1.204 0.138
C 0.403 0.114 0.389
N 1.347 -0.112 -0.385
O 2.652 0.130 0.138
H -2.726 0.720 -0.601
H -1.404 1.928 -0.318
H -2.188 1.213 0.976
H -0.731 -0.148 -1.324
H 0.606 0.427 1.379
H 3.282 -0.186 -0.521
*
```

---

# 17
Formula: C3H6FNO2
Source: the Open Molecules 2025 dataset
Level of theory: ωB97M-V with the def2-TZVPD basis set

Maximum force ... 0.1104 hartree/bohr
Relative energy (zero: lowest compared OMol25 entry of this formula, charge and spin) ... 1.111 eV
Kohn-Sham gap ... 10.10 eV
Lowest unoccupied orbital energy ... -0.805 eV
Structure (SMILES) ... [H]/N=C(\C)C(=O)O.F

Geometry as ORCA input:
```
! RIJCOSX wB97M-V def2-TZVPD def2/J DEFGRID3
* xyz 0 1
H -0.677 -1.696 0.627
N 0.167 -1.102 0.373
C -0.269 0.040 -0.010
C -1.658 0.462 0.200
C 0.555 1.224 -0.435
O -0.015 2.309 -0.801
O 1.851 0.933 -0.579
H -2.391 -0.351 0.072
H -1.765 1.253 -0.617
H -1.730 0.991 1.072
H 2.109 -0.006 -0.517
F 2.368 -2.056 0.118
H 1.455 -2.001 0.497
*
```

---

# 18
Formula: C3H6FNO2
Source: the Open Molecules 2025 dataset
Level of theory: ωB97M-V with the def2-TZVPD basis set

Maximum force ... 0.0898 hartree/bohr
Relative energy (zero: lowest compared OMol25 entry of this formula, charge and spin) ... 3.428 eV
Kohn-Sham gap ... 11.10 eV
Lowest unoccupied orbital energy ... 0.853 eV
Structure (SMILES) ... COC(=O)N(C)F

Geometry as ORCA input:
```
! RIJCOSX wB97M-V def2-TZVPD def2/J DEFGRID3
* xyz 0 1
C 2.390 0.674 0.076
O 0.997 0.825 -0.049
C 0.168 -0.282 -0.189
O 0.512 -1.398 -0.297
N -1.283 0.238 -0.426
C -2.242 -0.721 -0.085
F -1.505 1.372 0.480
H 2.560 0.956 1.189
H 2.884 1.372 -0.481
H 2.996 -0.256 -0.118
H -1.961 -1.680 -0.522
H -2.354 -0.797 1.010
H -3.160 -0.304 -0.585
*
```

---

# 19
Formula: C3H6FNS
Source: the Open Molecules 2025 dataset
Level of theory: ωB97M-V with the def2-TZVPD basis set

Maximum force ... 0.0453 hartree/bohr
Relative energy (zero: lowest compared OMol25 entry of this formula, charge and spin) ... 0.465 eV
Kohn-Sham gap ... 8.99 eV
Lowest unoccupied orbital energy ... 0.450 eV
Structure (SMILES) ... NC(=S)CCF

Geometry as ORCA input:
```
! RIJCOSX wB97M-V def2-TZVPD def2/J DEFGRID3
* xyz 0 1
N 0.235 -1.996 -0.318
C -0.401 -0.837 0.002
S -2.006 -0.869 0.465
C 0.378 0.390 -0.249
C -0.110 1.593 0.547
F 0.074 2.668 -0.305
H -0.200 -2.918 -0.168
H 1.050 -2.018 -0.887
H 0.316 0.597 -1.379
H 1.414 0.209 0.001
H 0.425 1.713 1.532
H -1.175 1.466 0.759
*
```